Molecular formula: C12H33LiN3O3
Method: DFT, ωB97M-V/def2-TZVPD

DFT total energy (hartree): -873.85557
Charge: +2
Spin multiplicity: 2
<S²>: 0.75
ΔE to the lowest compared entry with this formula, charge and spin (kcal/mol): 9.1
Gap between HOMO and LUMO (spin up / spin down) (eV): 9.600 / 2.840
HOMO (spin up / spin down) (eV): -15.16 / -15.16

Last column: Löwdin spin population.
Element x y z (Å)
1 Li -1.131 -0.306 0.884  0.000
2 C -2.628 -4.138 1.464  0.000
3 C -1.733 -2.946 1.155  0.000
4 C -1.029 -3.066 -0.171  0.000
5 O -0.281 -1.852 -0.330  0.001
6 C 0.548 -1.909 -1.517  0.000
7 N -2.604 -1.797 1.119  0.000
8 H -3.129 -3.847 2.387  0.000
9 H -2.178 -5.109 1.671  0.000
10 H -3.214 -4.116 0.546  0.000
11 H -0.946 -2.833 1.900  0.000
12 H -1.751 -3.348 -0.938  0.000
13 H -0.329 -3.891 -0.041  0.000
14 H -0.161 -2.261 -2.266  0.000
15 H 1.378 -2.591 -1.329  0.000
16 H 0.999 -0.927 -1.661  0.000
17 H -3.362 -2.057 0.505  0.000
18 H -3.032 -1.789 2.034  0.000
19 C -2.368 1.289 -2.302  0.000
20 C -1.360 1.863 -1.333  0.000
21 C -1.020 3.364 -1.437  0.000
22 O -0.093 3.737 -0.382  0.000
23 C 0.474 5.007 -0.645  0.000
24 N -1.787 1.480 0.002  0.000
25 H -2.530 1.767 -3.268  0.000
26 H -3.370 1.432 -1.899  0.000
27 H -2.235 0.220 -2.469  0.000
28 H -0.483 1.277 -1.605  0.000
29 H -1.848 4.067 -1.514  0.000
30 H -0.410 3.416 -2.339  0.000
31 H 1.010 4.932 -1.591  0.000
32 H 1.165 5.322 0.137  0.000
33 H -0.275 5.794 -0.734  0.000
34 H -1.328 2.183 0.563  0.000
35 H -2.666 1.933 0.205  0.000
36 C 1.860 2.146 1.610  0.000
37 C 1.755 0.723 0.923  0.002
38 C 3.115 -0.076 0.810  0.077
39 O 2.931 -1.274 0.054  0.630
40 C 4.061 -2.058 -0.052  0.112
41 N 0.727 -0.048 1.575  0.005
42 H 2.308 2.112 2.604  0.000
43 H 0.825 2.486 1.647  0.000
44 H 2.298 2.898 0.954  0.000
45 H 1.342 0.745 -0.085  0.000
46 H 3.543 -0.363 1.770  0.027
47 H 3.778 0.549 0.211  0.042
48 H 3.747 -2.751 -0.833  0.001
49 H 4.384 -2.523 0.879  0.058
50 H 5.022 -1.635 -0.347  0.044
51 H 1.135 -0.348 2.449  0.000
52 H 0.876 -0.886 1.032  0.001